Record 1
{"formula": "C3H11NO2", "method": "the ωB97M-V functional and the def2-TZVPD basis", "symbols": ["H", "O", "H", "H", "H", "C", "H", "H", "C", "H", "O", "N", "H", "H", "H", "H", "C"], "xyz": [[-0.58, -1.68, -1.37], [-0.06, 1.57, -2.20], [0.44, 1.12, -1.44], [0.84, -2.80, -0.85], [-0.75, 1.30, 1.82], [-1.26, 0.31, 1.84], [2.32, 1.33, 0.34], [-0.78, -0.28, 2.65], [0.10, -1.23, 0.48], [-0.16, 2.43, -1.76], [1.53, 0.79, 0.18], [-0.88, -0.26, 0.56], [1.90, -0.03, -0.19], [0.85, -1.26, 1.24], [-2.37, 0.52, 1.97], [-1.54, -0.43, -0.18], [0.20, -2.00, -0.65]], "homo_ev": -7.76, "relative_energy_kcal_mol": 35.6, "homo_lumo_gap_ev": 8.33, "total_charge": 0, "largest_force_ha_per_bohr": 0.0582, "smiles": "C=CNC.O.O"}



Record 2
{"formula": "C3H11NO2", "method": "the ωB97M-V functional and the def2-TZVPD basis", "symbols": ["C", "C", "H", "N", "H", "H", "H", "O", "H", "O", "H", "H", "C", "H", "H", "H", "H"], "xyz": [[1.84, 0.45, -0.04], [-2.24, 0.57, -0.80], [-1.58, 0.08, 1.07], [-2.08, 0.84, 0.61], [-2.58, 1.48, -1.29], [-2.98, -0.22, -0.88], [-1.52, 1.67, 0.76], [-1.05, 0.19, -1.49], [1.78, 0.21, -1.11], [0.49, -1.54, 0.47], [1.11, 1.21, 0.21], [0.76, -2.38, 0.08], [1.69, -0.80, 0.79], [1.65, -0.57, 1.85], [2.55, -1.46, 0.65], [2.85, 0.84, 0.11], [-0.70, -0.57, -1.00]], "homo_ev": -9.49, "relative_energy_kcal_mol": 10.0, "homo_lumo_gap_ev": 10.16, "total_charge": 0, "largest_force_ha_per_bohr": 0.0104, "smiles": "CCO.NCO"}



Record 3
{"formula": "C3H11NO2", "method": "the ωB97M-V functional and the def2-TZVPD basis", "symbols": ["O", "H", "H", "H", "H", "H", "N", "H", "O", "C", "H", "C", "H", "H", "H", "C", "H"], "xyz": [[-1.05, -0.24, -0.32], [0.21, 0.23, -1.27], [2.40, 1.01, 0.04], [-2.69, -0.64, -1.45], [2.57, -1.11, 1.09], [1.25, -1.68, 0.04], [1.64, 0.34, -0.07], [0.25, 0.40, 1.77], [1.15, 0.54, -1.39], [-2.36, 0.07, -0.68], [-3.04, -0.03, 0.18], [2.12, -1.02, 0.10], [2.85, -1.31, -0.66], [-0.78, 1.63, 0.88], [-2.47, 1.09, -1.06], [-0.61, 0.58, 1.13], [-1.44, 0.15, 1.68]], "homo_ev": -8.30, "relative_energy_kcal_mol": 95.1, "homo_lumo_gap_ev": 9.25, "total_charge": 0, "largest_force_ha_per_bohr": 0.0729, "smiles": "CNO.COC"}



Record 4
{"formula": "C3H11NO2", "method": "the ωB97M-V functional and the def2-TZVPD basis", "symbols": ["H", "O", "H", "H", "O", "H", "C", "C", "H", "H", "H", "N", "H", "H", "C", "H", "H"], "xyz": [[-0.29, -2.27, 0.04], [1.68, -0.09, -0.80], [-0.21, -0.77, 2.34], [-1.64, -2.24, 1.12], [-0.32, 0.22, -2.81], [0.40, 0.09, -2.15], [-0.11, 1.78, 1.73], [-0.39, 0.73, 0.97], [0.09, 0.02, -3.66], [-1.61, -1.11, -0.23], [-0.81, 0.89, 0.00], [-0.28, -0.61, 1.35], [-0.24, 2.81, 1.42], [0.23, 1.74, 2.76], [-0.99, -1.59, 0.53], [1.46, -0.91, -0.33], [2.31, -0.45, -1.45]], "homo_ev": -7.92, "relative_energy_kcal_mol": 22.2, "homo_lumo_gap_ev": 8.48, "total_charge": 0, "largest_force_ha_per_bohr": 0.0253, "smiles": "C=CNC.O.O"}



Record 5
{"formula": "C3H11NO2", "method": "the ωB97M-V functional and the def2-TZVPD basis", "symbols": ["H", "O", "O", "H", "H", "H", "C", "C", "C", "H", "H", "H", "H", "H", "H", "H", "N"], "xyz": [[-1.02, -1.42, -1.20], [-2.47, -0.09, -1.13], [1.94, -0.75, 2.50], [-2.05, -1.60, 0.21], [-0.95, 0.32, 1.23], [1.95, 1.23, -1.55], [-1.56, -0.88, -0.42], [1.50, 0.49, -0.89], [0.11, 0.96, -0.43], [1.08, -0.85, 2.93], [-3.07, 0.38, -0.53], [0.24, 1.82, 0.22], [2.17, 0.28, -0.06], [1.71, -0.68, 1.55], [-0.45, 1.27, -1.28], [1.48, -0.43, -1.48], [-0.61, -0.05, 0.33]], "multiplicity": 2, "homo_ev": [-15.31, -15.30], "relative_energy_kcal_mol": 27.1, "homo_lumo_gap_ev": [11.54, 6.41], "s2": 0.75, "total_charge": 1, "largest_force_ha_per_bohr": 0.0459}



Record 6
{"formula": "C3H11NO2S", "method": "the ωB97M-V functional and the def2-TZVPD basis", "symbols": ["H", "H", "H", "H", "C", "N", "H", "H", "O", "H", "C", "S", "H", "C", "H", "H", "O", "H"], "xyz": [[-2.00, -3.56, 1.82], [-1.42, 2.68, -0.80], [-1.86, -3.21, 1.20], [0.67, 1.31, -0.95], [-0.65, -0.50, -1.08], [-1.36, 1.76, -0.40], [0.77, -0.45, 0.91], [0.88, 1.31, 1.36], [3.05, 0.26, -0.20], [-1.16, -1.04, -0.26], [-0.22, 0.93, -0.45], [0.73, -1.27, -1.84], [2.39, -0.17, -0.80], [0.22, 0.48, 1.04], [3.81, -0.33, -0.14], [-1.42, -0.40, -1.85], [-0.84, 0.40, 1.81], [-1.62, 1.80, 0.60]], "homo_ev": -8.72, "relative_energy_kcal_mol": 139.7, "homo_lumo_gap_ev": 4.84, "total_charge": 0, "largest_force_ha_per_bohr": 0.0452}



Record 7
{"formula": "C3H11NO2S", "method": "the ωB97M-V functional and the def2-TZVPD basis", "symbols": ["O", "N", "H", "H", "C", "H", "H", "H", "H", "H", "O", "S", "C", "H", "H", "H", "C", "H"], "xyz": [[-2.51, 0.20, 0.76], [0.22, 0.78, -0.13], [-0.29, 0.36, 1.89], [0.00, 1.23, -3.75], [0.89, -1.26, 1.22], [-2.23, 0.97, 0.25], [0.94, 1.42, 0.18], [1.05, -1.87, 0.33], [0.59, 2.41, -4.47], [0.54, -1.88, 2.03], [0.72, 1.46, -4.36], [2.52, -0.59, 1.71], [-1.50, -0.76, 0.63], [2.03, 0.17, 2.70], [0.53, 0.27, -0.95], [-1.73, -1.53, 1.37], [-0.14, -0.14, 0.93], [-1.64, -1.23, -0.35]], "homo_ev": -9.32, "relative_energy_kcal_mol": 2.5, "homo_lumo_gap_ev": 9.96, "total_charge": 0, "largest_force_ha_per_bohr": 0.0285, "smiles": "N[C@@H](CO)CS.O"}



Record 8
{"formula": "C3H11NO2S", "method": "the ωB97M-V functional and the def2-TZVPD basis", "symbols": ["H", "O", "C", "H", "H", "S", "H", "H", "H", "C", "H", "N", "H", "O", "H", "C", "H", "H"], "xyz": [[-1.13, -0.88, 0.83], [-4.57, 1.33, -0.72], [0.95, -0.99, -0.72], [-0.73, -0.09, -2.14], [1.08, 0.87, 0.17], [0.63, 0.04, -2.23], [-4.86, 0.64, -0.14], [2.63, -0.84, 1.42], [1.17, -1.67, 2.12], [0.80, -0.21, 0.54], [0.10, -1.75, -0.68], [-0.61, -0.03, 1.02], [1.94, -1.39, -0.77], [1.78, 0.24, 2.74], [-0.96, 0.70, 0.45], [1.55, -0.68, 1.67], [-3.78, 1.67, -0.41], [1.25, 1.01, 2.65]], "homo_ev": -9.56, "relative_energy_kcal_mol": 26.2, "homo_lumo_gap_ev": 9.95, "total_charge": 0, "largest_force_ha_per_bohr": 0.0925, "smiles": "N[C@@H](CO)CS.O"}



Record 9
{"formula": "C3H11NO3", "method": "the ωB97M-V functional and the def2-TZVPD basis", "symbols": ["H", "H", "C", "O", "H", "O", "N", "H", "H", "H", "H", "H", "H", "H", "H", "C", "C", "O"], "xyz": [[0.12, 1.05, -2.03], [-1.04, -2.31, -1.97], [0.32, -0.43, 1.77], [-0.05, 2.44, -0.56], [1.11, -0.10, -0.32], [0.40, 0.44, -2.72], [0.61, 0.92, 1.56], [-1.81, -0.92, 1.75], [0.11, 2.11, 0.35], [-1.15, -0.37, 0.19], [0.63, -0.92, 2.68], [0.05, -0.45, -2.38], [-0.81, -2.01, 0.82], [-0.74, 3.10, -0.47], [2.39, 0.10, 0.97], [-0.95, -0.96, 1.08], [1.33, -0.03, 0.75], [-0.52, -1.65, -1.48]], "homo_ev": -8.70, "relative_energy_kcal_mol": 203.3, "homo_lumo_gap_ev": 3.95, "total_charge": 0, "largest_force_ha_per_bohr": 0.0362}



Record 10
{"formula": "C3H11NO3", "method": "the ωB97M-V functional and the def2-TZVPD basis", "symbols": ["H", "H", "C", "H", "C", "H", "H", "H", "H", "C", "H", "O", "H", "H", "H", "O", "N", "O"], "xyz": [[-0.69, -2.80, -0.68], [2.34, -1.05, -1.10], [-1.53, -2.12, -0.49], [2.99, 2.01, -0.31], [-0.37, -0.83, 1.07], [3.71, -0.75, -0.79], [0.44, -1.56, 1.10], [-2.51, -2.36, -0.89], [-2.55, 1.10, -1.32], [-0.42, 0.30, 1.83], [-0.23, 0.24, 2.88], [2.84, 2.91, 0.01], [-3.95, 1.51, -1.79], [2.40, 2.73, 0.85], [-0.47, 1.24, 1.31], [-3.48, 0.87, -1.25], [-1.35, -1.01, 0.09], [2.83, -0.44, -0.52]], "homo_ev": -8.45, "relative_energy_kcal_mol": 98.5, "homo_lumo_gap_ev": 8.58, "total_charge": 0, "largest_force_ha_per_bohr": 0.0340, "smiles": "C=CN=C.O.O.O"}



Record 11
{"formula": "C3H11NO3", "method": "the ωB97M-V functional and the def2-TZVPD basis", "symbols": ["H", "H", "H", "N", "H", "O", "C", "O", "O", "H", "C", "H", "C", "H", "H", "H", "H", "H"], "xyz": [[0.28, 0.94, 1.05], [1.15, -1.19, 1.92], [-0.15, -0.34, -1.56], [0.92, -2.35, 0.32], [1.39, -2.68, -0.52], [-1.20, 2.47, 0.62], [0.27, 0.09, 0.37], [2.59, -0.78, 0.65], [-2.18, 0.75, -1.08], [0.91, -3.09, 1.01], [1.43, -1.14, 0.84], [1.45, 0.24, -1.46], [0.45, 0.44, -1.07], [-1.89, 3.04, 0.97], [-1.68, 1.80, 0.04], [-3.11, 0.93, -1.25], [-0.01, 1.37, -1.40], [-0.63, -0.50, 0.55]], "homo_ev": -8.58, "relative_energy_kcal_mol": 186.3, "homo_lumo_gap_ev": 4.28, "total_charge": 0, "largest_force_ha_per_bohr": 0.0954}



Record 12
{"formula": "C3H11NO3", "method": "the ωB97M-V functional and the def2-TZVPD basis", "symbols": ["H", "O", "N", "H", "O", "H", "H", "C", "H", "H", "H", "O", "C", "C", "H", "H", "H", "H"], "xyz": [[1.26, 0.31, 1.67], [-0.63, -1.82, -1.28], [-1.32, 0.95, 0.63], [0.98, 0.07, -0.61], [2.02, 0.12, 2.24], [0.64, 0.80, -2.14], [2.03, -0.85, 2.27], [-0.63, 1.59, -0.52], [0.06, 2.30, -0.09], [-1.40, 2.05, -1.15], [-1.63, -0.29, -2.22], [1.14, -2.46, 1.05], [0.16, 0.46, -1.21], [-0.78, -0.67, -1.60], [-1.38, 1.49, 1.47], [-2.22, 0.59, 0.36], [1.10, -2.97, 0.26], [0.60, -1.68, 0.89]], "homo_ev": -10.02, "relative_energy_kcal_mol": 36.2, "homo_lumo_gap_ev": 10.63, "total_charge": 0, "largest_force_ha_per_bohr": 0.0332, "smiles": "NCCC=O.O.O"}



Sequential calculated total energy output: -8872.944 -8874.055 -8870.366 -8873.525 -8864.936 -19703.467 -19709.416 -19708.389 -10914.188 -10918.732 -10914.928 -10921.435 eV